Record 1
Computed, not measured: 2 unconnected molecules or ions with the total composition C9H14O in a non-equilibrium geometry, with ωB97M-V/def2-TZVPD.

Its SMILES is Cc1ccccc1.CCO.

```
! RIJCOSX wB97M-V def2-TZVPD def2/J DEFGRID3
* xyz 0 1
C 0.588 -1.096 -3.251
C 0.776 1.666 -0.658
C -0.520 1.569 -0.165
C 1.108 0.707 -1.599
C 0.181 -0.163 -2.146
C -1.357 0.488 -0.417
C -1.099 -0.260 -1.568
H 1.351 2.581 -0.515
H -0.922 2.313 0.545
H 2.082 0.724 -2.078
H -2.198 0.311 0.223
H 0.623 -2.100 -2.784
H 1.533 -1.001 -3.756
H -1.774 -1.025 -1.917
H -0.185 -1.006 -4.029
C -0.385 -0.432 2.511
C 1.088 -0.069 2.651
O -0.654 -1.600 3.286
H -1.092 0.341 2.863
H -0.749 -0.576 1.502
H 1.230 0.008 3.732
H 0.139 -2.049 3.537
H 1.267 0.995 2.432
H 1.690 -0.788 2.125
*
```

Record 2
Computed, not measured: 2 unconnected molecules or ions with the total composition C4H11NO in a non-equilibrium geometry, with ωB97M-V/def2-TZVPD.

Its SMILES is C=C(C)NC.O.

```
! RIJCOSX wB97M-V def2-TZVPD def2/J DEFGRID3
* xyz 0 1
C -1.491 0.357 -0.473
C -0.255 -0.226 0.274
C -0.434 -0.411 1.588
C 0.659 -1.703 -1.402
N 0.867 -0.651 -0.417
H -1.287 1.232 -1.168
H -2.202 0.485 0.347
H -1.928 -0.501 -0.977
H -1.243 0.074 2.119
H 0.367 -0.693 2.258
H -0.309 -1.768 -1.937
H 0.927 -2.720 -1.011
H 1.202 -1.426 -2.286
H 1.658 -0.964 0.125
H 1.102 1.580 0.318
H -0.299 2.127 0.330
O 0.611 2.372 0.607
*
```

Record 3
Computed, not measured: 11 unconnected molecules or ions with the total composition H38N9O5S in a non-equilibrium geometry, with ωB97M-V/def2-TZVPD.

```
! RIJCOSX wB97M-V def2-TZVPD def2/J DEFGRID3
* xyz 7 1
N 8.216 -5.115 -22.622
H 7.478 -5.400 -21.995
H 9.134 -5.399 -22.311
H 8.092 -4.134 -22.829
H 8.053 -5.596 -23.495
N 2.361 -0.642 -19.490
H 1.875 -1.492 -19.241
H 3.251 -0.638 -19.013
H 1.810 0.149 -19.190
H 2.526 -0.803 -20.474
N 3.988 2.048 -30.797
H 2.984 2.136 -30.862
H 4.296 2.052 -29.835
H 4.404 2.866 -31.218
H 4.316 1.265 -31.344
N 4.051 5.550 -24.353
H 3.708 6.127 -25.108
H 3.340 5.407 -23.650
H 4.930 5.852 -23.958
H 4.336 4.641 -24.689
N 10.187 2.027 -21.385
H 9.714 2.612 -20.710
H 10.684 2.680 -21.974
H 9.531 1.513 -21.956
H 10.920 1.480 -20.957
N -1.175 1.799 -25.315
H -0.863 0.845 -25.425
H -2.158 1.738 -25.091
H -0.849 2.272 -26.146
H -0.611 2.128 -24.544
N 3.310 -4.382 -31.206
H 3.527 -3.983 -30.304
H 2.339 -4.151 -31.362
H 3.421 -5.385 -31.154
H 3.854 -3.985 -31.958
N 2.704 -5.265 -25.076
H 2.551 -4.388 -25.555
H 1.849 -5.783 -25.219
H 3.016 -5.189 -24.119
H 3.297 -5.873 -25.622
N 9.991 -3.154 -28.650
H 9.541 -4.025 -28.407
H 9.882 -2.434 -27.950
H 9.681 -2.728 -29.511
H 10.947 -3.442 -28.805
S 5.356 -0.323 -25.791
O 6.549 -0.629 -24.986
O 5.143 -1.306 -26.844
O 4.238 -0.236 -24.842
O 5.636 0.995 -26.416
O 10.239 2.547 -27.503
H 9.291 2.483 -27.383
H 10.520 3.193 -26.855
*
```

Record 4
Computed, not measured: 3 unconnected molecules or ions with the total composition C37H80FNO9Si in a non-equilibrium geometry, with ωB97M-V/def2-TZVPD.

Its SMILES is COCCCCCCCCCC[Si@@](CCCCCN)(CCCCCCOC)CC(=O)F.COCCOCCOC.COCCOCCOC.

```
! RIJCOSX wB97M-V def2-TZVPD def2/J DEFGRID3
* xyz 0 1
C -5.894 -1.596 5.595
O -6.144 -2.925 6.004
C -5.557 -3.907 5.170
C -4.098 -4.166 5.510
C -3.489 -5.265 4.636
C -2.990 -4.762 3.280
C -2.003 -5.711 2.592
C -2.676 -6.719 1.663
C -1.723 -7.840 1.212
C -1.940 -8.270 -0.232
C -1.466 -7.213 -1.240
C -0.025 -7.453 -1.770
Si 0.918 -5.831 -1.868
C 2.617 -5.988 -2.692
C 3.692 -5.129 -2.013
C 4.965 -4.969 -2.847
C 6.184 -4.559 -2.004
C 5.917 -3.404 -1.040
N 7.129 -2.809 -0.457
C -0.150 -4.580 -2.785
C 0.648 -3.432 -3.435
C -0.237 -2.250 -3.858
C -0.304 -1.061 -2.891
C 1.044 -0.570 -2.343
C 1.386 -1.008 -0.919
O 0.310 -0.812 -0.007
C -0.327 -2.004 0.395
C 1.154 -5.241 -0.068
C 1.804 -6.197 0.869
O 1.827 -6.149 2.055
F 2.428 -7.208 0.244
H -5.805 -0.973 6.481
H -4.971 -1.516 5.019
H -6.714 -1.222 4.977
H -5.646 -3.603 4.121
H -6.127 -4.821 5.328
H -3.524 -3.243 5.415
H -4.049 -4.460 6.559
H -4.246 -6.038 4.485
H -2.663 -5.723 5.179
H -3.840 -4.562 2.624
H -2.500 -3.800 3.447
H -1.438 -6.251 3.351
H -1.296 -5.116 2.010
H -3.104 -6.202 0.804
H -3.501 -7.175 2.216
H -1.878 -8.707 1.856
H -0.693 -7.520 1.389
H -3.009 -8.444 -0.372
H -1.416 -9.205 -0.429
H -2.142 -7.132 -2.088
H -1.508 -6.242 -0.735
H 0.503 -8.145 -1.115
H -0.093 -7.926 -2.749
H 2.876 -7.047 -2.639
H 2.545 -5.736 -3.751
H 3.286 -4.135 -1.823
H 3.957 -5.600 -1.066
H 5.181 -5.903 -3.362
H 4.806 -4.185 -3.591
H 7.005 -4.273 -2.660
H 6.470 -5.427 -1.404
H 5.382 -2.601 -1.550
H 5.321 -3.751 -0.198
H 7.672 -3.528 0.002
H 7.698 -2.386 -1.177
H -0.700 -5.105 -3.567
H -0.897 -4.153 -2.110
H 1.109 -3.833 -4.338
H 1.460 -3.109 -2.785
H 0.043 -1.894 -4.849
H -1.255 -2.634 -3.964
H -0.748 -0.234 -3.448
H -1.001 -1.264 -2.079
H 1.086 0.515 -2.390
H 1.838 -0.951 -2.991
H 1.721 -2.047 -0.882
H 2.211 -0.388 -0.564
H 0.213 -2.482 1.218
H -0.418 -2.713 -0.431
H -1.331 -1.762 0.738
H 1.727 -4.315 -0.006
H 0.180 -5.022 0.371
C 0.215 2.674 -0.413
O 0.140 3.433 -1.602
C -1.016 3.140 -2.366
C -1.440 4.328 -3.199
O -2.071 5.359 -2.459
C -1.246 6.231 -1.704
C -0.503 7.258 -2.526
O 0.627 6.686 -3.162
C 1.041 7.418 -4.291
H 0.330 1.610 -0.622
H 1.084 3.022 0.145
H -0.679 2.818 0.206
H -1.844 2.848 -1.710
H -0.796 2.300 -3.042
H -2.204 3.976 -3.896
H -0.602 4.710 -3.786
H -0.556 5.675 -1.066
H -1.937 6.776 -1.057
H -0.164 8.062 -1.858
H -1.184 7.688 -3.270
H 0.234 7.498 -5.029
H 1.875 6.882 -4.742
H 1.374 8.426 -4.016
C 1.464 7.865 3.321
O 1.442 9.041 2.547
C 1.096 8.806 1.193
C 0.439 10.018 0.575
O -0.905 10.221 0.978
C -1.137 10.783 2.259
C -0.870 12.268 2.346
O 0.518 12.534 2.438
C 0.848 13.841 2.032
H 2.256 7.182 2.992
H 1.657 8.155 4.352
H 0.502 7.342 3.277
H 0.414 7.951 1.115
H 2.010 8.576 0.628
H 0.383 9.836 -0.501
H 1.042 10.916 0.725
H -0.590 10.247 3.037
H -2.205 10.636 2.436
H -1.371 12.664 3.241
H -1.295 12.761 1.463
H 0.529 14.028 1.000
H 1.930 13.938 2.087
H 0.391 14.593 2.687
*
```

no.,gap between HOMO and LUMO (hartree)
1,0.3612
2,0.3479
3,0.1587
4,0.3604